ORCA calculation (ωB97M-V/def2-TZVPD) on a 4-piece molecular cluster, C2H12N2O2 overall at a distorted geometry.

Summary:
Expectation value of S²: 0.76
2S+1: 2
HOMO (alpha / beta) in eV: -3.53 / -3.53
LUMO level (alpha / beta) in eV: 4.01 / 2.66
E in eV: -9340.2372
Energy relative to the best compared isomer or geometry (same formula, charge and spin) in kJ/mol: 254.50
Charge: -1

Geometry (Å):
N: 2.124 -0.345 -0.325
C: 0.736 -0.237 -0.664
C: 0.435 1.249 -1.122
N: 1.534 0.086 2.150
H: -3.225 1.340 0.300
H: 2.440 -1.400 -0.865
H: 0.214 -0.846 -1.368
H: 0.220 -0.227 0.321
H: -0.621 1.474 -1.469
H: 1.114 1.445 -1.953
H: 1.871 0.801 2.711
H: 1.560 -0.749 2.800
H: -2.185 -0.536 -0.065
H: 0.874 1.760 -0.295
O: -2.490 0.865 0.046
H: -2.403 -2.186 -0.151
H: 1.916 -0.023 1.080
O: -1.812 -1.505 -0.434

These are the natural (NBO) partial charges, in e, on atoms 1 to 6: -0.488, -0.342, -0.597, -1.133, 0.418, 0.317


ORCA calculation (ωB97M-V/def2-TZVPD) on an isolated ion of composition C5H7N2O and charge +1 at a distorted geometry.

Summary:
HOMO in eV: -14.87
Structure (SMILES): CN=[N+]=C1CCC1=O
LUMO level in eV: -5.90
E in eV: -10314.2193
Energy relative to the best compared isomer or geometry (same formula, charge and spin) in kJ/mol: 425.67
Charge: +1

Geometry (Å):
C: -0.379 0.422 0.139
C: -1.113 -0.946 0.145
C: -1.681 1.138 -0.082
C: -2.372 -0.252 -0.129
C: 3.085 -0.183 0.104
N: 0.871 0.472 -0.045
N: 1.843 -0.068 -0.392
O: -0.696 -2.052 0.250
H: -1.967 1.644 0.823
H: -1.794 1.874 -1.044
H: -2.862 -0.590 -1.083
H: -3.134 -0.213 0.569
H: 3.191 -1.410 0.223
H: 3.804 0.005 -0.702
H: 3.202 0.159 1.224

These are the natural (NBO) partial charges, in e, on atoms 1 to 6: 0.117, 0.578, -0.419, -0.516, -0.506, 0.104


ORCA calculation (ωB97M-V/def2-TZVPD) on C14H19BCl2CoN4OTe as an isolated structure at a distorted geometry.

Summary:
Expectation value of S²: 6.02
2S+1: 5
HOMO (alpha / beta) in eV: -11.28 / -11.29
LUMO level (alpha / beta) in eV: -3.14 / -4.91
E in eV: -93468.5637
Charge: +1

Geometry (Å):
Co: -1.213 -1.535 0.700
B: 1.616 -3.501 0.264
N: 0.165 -4.078 0.417
C: -0.077 -5.373 0.625
C: -1.436 -5.610 0.577
C: -2.009 -4.378 0.307
N: -1.073 -3.410 0.239
N: 1.561 -1.934 0.148
C: 2.621 -1.226 -0.249
C: 2.447 0.094 0.103
C: 1.228 0.136 0.771
N: 0.659 -1.073 0.824
H: 2.253 -3.837 1.244
H: 2.127 -3.912 -0.794
H: 0.752 -6.067 0.776
H: -1.939 -6.570 0.732
H: -3.058 -4.165 0.102
H: 3.451 -1.724 -0.745
H: 3.094 0.938 -0.121
H: 0.712 1.008 1.175
C: -3.270 0.906 0.003
O: -1.931 0.334 0.064
H: -3.240 1.928 -0.389
H: -3.735 0.913 0.981
H: -3.881 0.309 -0.671
H: -1.315 1.114 -0.185
Cl: -2.700 -1.555 2.495
C: -4.421 -1.969 1.780
Cl: -5.544 -0.754 2.332
H: -4.703 -2.952 2.169
H: -4.314 -1.957 0.697
Te: -0.265 2.696 -1.552
C: 1.306 4.099 -1.405
C: 1.987 4.483 -2.580
C: 3.008 5.411 -2.521
C: 3.354 5.982 -1.300
C: 2.667 5.636 -0.141
C: 1.642 4.692 -0.179
H: 1.711 3.991 -3.513
H: 3.543 5.694 -3.425
H: 4.201 6.681 -1.261
H: 2.932 6.124 0.790
H: 1.087 4.410 0.716

These are the natural (NBO) partial charges, in e, on atoms 1 to 6: 1.460, 0.172, -0.281, 0.047, -0.337, -0.024